Computed, not measured: a structure of composition C9H72CdNO28 at a distorted geometry, with ωB97M-V with the def2-TZVPD basis set.

Energy above the lowest of the compared OMol25 structures with the same formula, charge and spin (kJ/mol): 204.74
2S+1: 1
Orbital gap (eV): 5.91
Net charge: +1
Strongest force on any atom (eV Å⁻¹): 3.48

Cartesian coordinates (Å):
Cd1 -2.63 -2.17 2.56
C1 -1.91 0.57 -0.78
C2 -0.93 -0.57 -1.06
C3 0.09 0.17 -2.02
C4 1.11 1.07 -1.46
C5 1.73 0.32 -0.24
C6 0.79 -0.16 0.80
N1 -0.19 -1.11 0.18
O1 -1.02 -1.78 1.15
C7 0.32 1.04 1.61
C8 1.81 -1.00 1.64
C9 -1.63 -1.77 -1.89
H1 -2.49 0.37 0.12
H2 -2.63 0.73 -1.59
H3 -1.36 1.48 -0.58
H4 -0.45 0.76 -2.76
H5 0.59 -0.58 -2.62
H6 0.69 2.02 -1.14
H7 1.78 1.50 -2.21
H8 2.46 0.96 0.26
H9 2.36 -0.48 -0.61
H10 0.95 1.32 2.45
H11 -0.64 0.87 2.09
H12 0.15 1.90 0.95
H13 2.47 -0.43 2.30
H14 2.39 -1.81 1.19
H15 1.25 -1.46 2.45
H16 -2.48 -2.25 -1.41
H17 -0.91 -2.55 -2.13
H18 -1.82 -1.54 -2.94
O2 3.66 3.07 -1.28
H19 3.50 2.61 -2.11
H20 4.51 2.75 -0.99
O3 -2.82 -1.05 -5.26
H21 -3.23 -0.97 -6.12
H22 -2.11 -0.42 -5.27
O4 3.93 0.03 4.76
H23 4.24 -0.55 5.45
H24 4.05 0.91 5.11
O5 0.14 4.21 2.57
H25 -0.75 4.04 2.26
H26 0.71 3.82 1.91
O6 -1.29 -1.86 4.13
H27 -0.48 -1.39 4.36
H28 -1.61 -2.21 4.95
O7 -0.57 1.99 4.54
H29 -1.44 2.35 4.75
H30 -0.23 2.56 3.86
O8 1.00 -3.67 0.04
H31 0.19 -4.18 0.09
H32 0.71 -2.76 0.06
O9 -3.34 2.84 2.34
H33 -3.42 2.80 1.38
H34 -3.84 3.62 2.58
O10 4.30 2.16 2.57
H35 5.00 2.53 3.10
H36 3.80 1.61 3.17
O11 -3.28 -3.49 -3.78
H37 -3.06 -2.75 -4.34
H38 -3.51 -3.09 -2.94
O12 3.86 -0.88 -3.01
H39 3.17 -1.20 -3.59
H40 4.42 -1.63 -2.85
O13 -5.25 -2.70 -1.64
H41 -5.68 -3.43 -2.09
H42 -5.91 -2.39 -1.01
O14 -2.24 -4.15 2.05
H43 -1.45 -4.57 1.73
H44 -2.86 -4.87 2.20
O15 -4.05 -2.30 1.03
H45 -3.74 -2.37 0.12
H46 -4.98 -2.51 0.98
O16 -4.90 -0.46 -3.34
H47 -4.92 -1.23 -2.76
H48 -4.22 -0.68 -3.99
O17 -4.11 2.93 -0.41
H49 -4.94 2.53 -0.14
H50 -3.84 2.42 -1.17
O18 -3.35 0.00 2.87
H51 -2.85 0.74 2.51
H52 -4.23 0.34 2.99
O19 5.10 -2.15 3.34
H53 4.98 -2.34 2.40
H54 4.98 -1.21 3.41
O20 3.85 1.76 -3.58
H55 4.02 0.87 -3.28
H56 3.89 1.70 -4.54
O21 4.92 -0.49 -0.38
H57 4.97 -1.43 -0.17
H58 4.21 -0.43 -1.02
O22 -0.72 0.67 -5.75
H59 0.19 0.40 -5.67
H60 -0.68 1.63 -5.78
O23 -0.86 4.56 -0.34
H61 -0.02 4.22 -0.65
H62 -1.47 4.39 -1.06
O24 1.01 4.07 -3.94
H63 0.47 3.62 -3.29
H64 1.11 4.96 -3.59
O25 2.38 3.71 0.99
H65 2.63 3.19 0.23
H66 2.97 3.42 1.68
O26 -0.48 -3.20 -4.80
H67 -0.72 -3.01 -3.89
H68 -1.11 -3.86 -5.08
O27 3.00 -3.48 4.43
H69 2.17 -3.17 4.07
H70 3.67 -2.93 4.01
O28 0.87 -0.37 5.25
H71 1.77 -0.07 5.11
H72 0.35 0.44 5.23